Run a
A 2-piece molecular cluster, C4H12N2O overall, computed with ωB97M-V with the def2-TZVPD basis set.

E_HOMO (alpha / beta) = -13.2 / -13.1 eV
<S²> = 0.760
E_LUMO (alpha / beta) = -5.4 / -8.9 eV
charge = +1
multiplicity = 2

```
19
Properties=species:S:1:pos:R:3:mulliken_spin:R:1
C -0.25442 0.15742 1.67158 0.002
C -1.19830 0.00059 0.46694 0.033
C -0.64852 -0.51460 -0.83792 0.055
C 0.59691 1.26285 -1.95684 -0.057
N 0.49300 0.14270 -1.41526 0.727
N -0.83420 0.76641 2.85201 0.003
H 0.41309 0.91338 1.21518 0.006
H 0.30935 -0.75552 1.81291 0.001
H -2.11306 -0.58663 0.62777 0.015
H -1.59565 1.00505 0.20253 0.002
H -1.45612 -0.49003 -1.59645 0.043
H -0.47289 -1.60309 -0.80821 0.050
H 1.54586 1.48544 -2.44854 0.044
H -0.14225 2.06378 -1.86094 0.062
H -1.36913 0.04821 3.33068 0.001
H -1.50468 1.46743 2.58708 0.001
H 2.83345 -1.03352 -1.14306 -0.004
H 2.46543 -2.36819 -1.71792 -0.001
O 2.93212 -1.96167 -0.98152 0.017
```

Run b
A 2-piece molecular cluster, C4H12N2O overall, computed with ωB97M-V with the def2-TZVPD basis set.

E_HOMO (alpha / beta) = -12.8 / -12.8 eV
<S²> = 0.760
E_LUMO (alpha / beta) = -4.3 / -7.8 eV
charge = +1
multiplicity = 2

```
19
Properties=species:S:1:pos:R:3:mulliken_spin:R:1
N -1.13681 1.06219 3.36085 0.001
C -0.87521 0.68061 2.01395 -0.001
O -1.29485 -0.66737 1.76581 0.002
H -2.14444 1.09977 3.50519 0.000
H -0.84783 0.30268 3.97921 0.000
H -1.37991 1.36991 1.32967 0.000
H 0.19791 0.76172 1.78914 0.000
H -0.94233 -0.97827 0.91813 0.001
C 0.79943 -1.99528 -1.98897 0.027
C 1.10936 -0.67099 -1.37009 0.383
C 0.32330 0.43576 -1.63330 0.197
N 0.66984 1.69920 -1.30340 0.319
H 0.10082 -1.87891 -2.81277 0.000
H 1.71190 -2.46700 -2.35262 0.021
H 0.35862 -2.66646 -1.24754 0.050
H 1.93293 -0.66760 -0.66364 0.009
H -0.61082 0.37627 -2.17880 0.006
H 0.37438 2.36362 -2.01908 -0.005
H 1.65373 1.84014 -1.09175 -0.008
```

Run c
A 2-piece molecular cluster, C4H12N2O overall, computed with ωB97M-V with the def2-TZVPD basis set.

E_HOMO (alpha / beta) = -13.1 / -13.1 eV
<S²> = 0.762
E_LUMO (alpha / beta) = -4.7 / -8.2 eV
charge = +1
multiplicity = 2

```
19
Properties=species:S:1:pos:R:3:mulliken_spin:R:1
C 1.61266 -0.23811 -0.85238 0.066
C 0.37472 0.33054 -0.17476 -0.010
C -0.62860 -0.58221 0.44808 0.301
C -1.55190 -1.08239 -0.44588 0.309
N -2.34330 -2.27312 -0.61762 0.269
N 2.76862 -0.72375 0.08124 0.001
H 1.44550 -0.89624 -1.73218 -0.006
H 1.91167 0.71974 -1.28064 0.002
H -0.11374 1.13224 -0.90531 0.015
H 0.74891 0.95915 0.67753 0.032
H -0.35584 -1.04565 1.43370 0.008
H -1.95278 -0.43752 -1.32128 0.006
H -3.18433 -2.37438 -0.04795 0.016
H -2.65278 -2.37058 -1.53498 -0.011
H 3.51010 -1.31961 -0.34164 0.000
H 2.38635 -1.33953 0.78229 0.001
H -1.16198 3.28261 1.93803 0.000
H -0.15480 4.31271 2.30499 0.000
O -0.65849 3.94608 1.58875 0.000
```

According to the calculations, the structures order from most to least stable as run b, run a, run c.